Record 1
37
Properties=species:S:1:pos:R:3:mulliken_charge:R:1 method="wB97M-V/def2-TZVPD" spin_multiplicity=3 gap_ev="5.833 / 2.575" total_energy_ha=-2995.21982 charge=+1
Cu -8.229 -2.993 17.058 0.4727
Cl -9.447 -2.816 14.738 -0.6299
O -7.854 0.641 15.506 -0.5020
C -7.125 0.133 16.530 0.6080
O -6.459 0.878 17.220 -0.6561
O -7.172 -1.091 16.716 -0.3438
H -8.327 -0.174 15.325 0.2586
N -11.992 -1.911 12.674 0.1390
C -12.415 -3.221 12.607 -0.2945
C -13.353 -3.172 11.537 -0.5104
C -13.336 -1.909 10.938 -0.4205
C -12.538 -1.101 11.709 -0.5011
H -11.115 -1.636 13.093 0.1432
H -11.945 -3.993 13.199 0.3402
H -13.814 -4.077 11.173 0.3537
H -13.815 -1.643 10.008 0.3817
H -12.128 -0.124 11.502 0.3547
N -5.450 -4.904 16.780 0.0215
C -6.527 -5.316 15.997 -0.3772
C -6.648 -4.504 14.909 -0.4704
C -5.714 -3.460 15.079 -0.1040
C -4.849 -3.866 16.168 -0.2078
H -4.983 -5.383 17.537 0.2609
H -7.025 -6.180 16.411 0.4596
H -7.376 -4.591 14.116 0.4842
H -5.539 -2.605 14.443 0.3797
H -3.858 -3.518 16.418 0.4127
N -11.952 2.074 17.576 0.0083
C -13.055 1.200 17.648 -0.2665
C -12.735 -0.076 17.182 -0.6958
C -11.440 -0.004 16.750 0.2600
C -10.965 1.344 17.027 -0.3900
H -11.886 2.986 18.005 0.2658
H -13.996 1.394 18.143 0.4012
H -13.407 -0.919 17.238 0.4231
H -10.806 -0.743 16.283 0.4495
H -9.979 1.767 16.903 0.4918

=====

Record 2
68
Properties=species:S:1:pos:R:3:mulliken_charge:R:1 method="wB97M-V/def2-TZVPD" gap_ev=8.236 total_energy_ha=-2588.13218 smiles="Cn1ccnc1Sc1cc(C(=O)Nc2nccs2)c(N)cc1F.CNC(=O)[C@H](Cc1ccc(O)cc1)NC(C)=O" charge=0
C 3.141 -1.057 -2.043 -0.9019
N 2.486 -2.267 -1.525 0.2817
C 1.821 -3.221 -2.264 -0.1277
C 1.307 -4.106 -1.359 -0.6381
N 1.649 -3.737 -0.066 -0.6273
C 2.350 -2.634 -0.192 0.3805
S 3.058 -1.743 1.156 -0.3628
C 1.651 -1.134 2.041 -0.2191
C 1.673 -1.227 3.433 -0.5941
C 0.628 -0.713 4.225 0.4945
C 0.696 -0.828 5.695 1.0364
O -0.025 -0.143 6.412 -0.7909
N 1.559 -1.722 6.284 -0.1407
C 1.801 -1.867 7.629 0.4379
N 2.626 -2.843 7.893 -0.6242
C 2.845 -2.927 9.262 -0.4857
C 2.183 -2.001 10.022 -0.2376
S 1.219 -0.952 9.020 -0.0101
C -0.445 -0.089 3.563 0.2254
N -1.497 0.484 4.238 -0.4772
C -0.481 -0.012 2.180 -1.0226
C 0.560 -0.521 1.409 0.1364
F 0.506 -0.361 0.068 0.0917
H 4.128 -0.932 -1.587 0.3453
H 3.269 -1.126 -3.127 0.3515
H 2.534 -0.173 -1.822 0.2977
H 1.705 -3.263 -3.340 0.5220
H 0.714 -4.979 -1.615 0.4325
H 2.548 -1.692 3.879 0.3403
H 2.056 -2.370 5.691 0.2604
H 3.499 -3.676 9.699 0.3779
H 2.252 -1.935 11.102 0.3810
H -2.409 0.489 3.793 0.1816
H -1.449 0.398 5.262 0.2589
H -1.309 0.474 1.679 0.5012
C -4.618 3.117 -3.711 -0.9474
N -3.172 3.082 -3.502 -0.1035
C -2.330 2.351 -4.248 0.0393
O -2.712 1.679 -5.200 -0.6866
C -0.835 2.417 -3.896 0.1350
C -0.556 1.651 -2.591 -1.5795
C -1.130 0.249 -2.570 0.3827
C -0.554 -0.750 -3.377 -0.0114
C -1.096 -2.049 -3.383 -1.0512
C -2.206 -2.354 -2.571 0.9371
O -2.712 -3.614 -2.572 -0.5742
C -2.788 -1.352 -1.765 -0.8748
C -2.251 -0.050 -1.769 -0.4757
N -0.343 3.797 -3.767 -0.1072
C 0.942 4.139 -3.870 0.6922
C 1.255 5.614 -3.779 -1.2259
O 1.846 3.330 -4.026 -0.6295
H -5.101 3.716 -2.938 0.3527
H -4.838 3.544 -4.691 0.2960
H -5.016 2.100 -3.680 0.3009
H -2.790 3.584 -2.718 0.2881
H -0.294 1.921 -4.705 0.5399
H 0.523 1.579 -2.442 0.4144
H -0.964 2.214 -1.750 0.3106
H 0.298 -0.516 -4.001 0.5693
H -0.673 -2.821 -4.007 0.5473
H -3.383 -3.732 -1.899 0.2848
H -3.644 -1.583 -1.150 0.3181
H -2.699 0.718 -1.157 0.4999
H -1.018 4.538 -3.687 0.2915
H 0.698 6.153 -4.543 0.3458
H 0.989 5.981 -2.789 0.3108
H 2.323 5.756 -3.943 0.3354

=====

Record 3
88
Properties=species:S:1:pos:R:3:mulliken_charge:R:1 method="wB97M-V/def2-TZVPD" gap_ev=8.334 total_energy_ha=-2707.63493 charge=+1
O -1.182 4.087 0.152 -0.4717
C -0.919 3.079 -0.388 0.4170
O 0.251 2.882 -0.993 -0.4093
C -1.981 1.965 -0.382 0.0767
N -2.135 1.398 0.997 0.1480
C -1.499 0.046 1.214 -0.5749
C -0.465 0.042 2.341 -1.1773
C -0.449 -1.264 3.160 0.5185
F 0.295 -1.008 4.203 -0.2760
F -1.703 -1.484 3.521 -0.2882
C 0.118 -2.411 2.301 0.5625
F 1.144 -1.957 1.622 -0.2989
F -0.757 -2.770 1.396 -0.3168
S 0.669 -3.961 3.229 1.5561
F -0.262 -3.625 4.448 -0.3125
F 1.897 -3.203 3.843 -0.3108
F 1.564 -4.367 1.991 -0.3266
F -0.520 -4.789 2.597 -0.2977
F 1.131 -5.257 3.970 -0.2880
H 0.050 2.413 -1.827 0.3366
H -2.921 2.452 -0.638 0.1683
H -1.801 1.204 -1.141 0.1359
H -1.728 2.064 1.663 0.1630
H -3.137 1.320 1.173 0.4293
H -2.302 -0.673 1.352 0.5116
H -0.999 -0.275 0.301 0.2196
H 0.532 0.344 2.034 0.5042
H -0.786 0.804 3.065 0.5317
C -7.750 3.930 -0.712 -1.3694
C -6.259 3.867 -1.002 0.5117
C -5.802 5.065 -1.818 -1.2377
O -5.955 2.656 -1.707 -0.5511
H -8.323 3.921 -1.643 0.3509
H -8.066 3.062 -0.133 0.3373
H -8.007 4.832 -0.156 0.3754
H -5.705 3.831 -0.061 0.2456
H -6.314 5.092 -2.783 0.3337
H -4.732 5.005 -2.025 0.2953
H -6.002 6.001 -1.294 0.3813
H -6.439 2.673 -2.541 0.3482
C 5.690 -5.844 5.379 -1.1169
C 4.804 -5.708 6.608 0.3074
C 3.548 -6.555 6.481 -0.8683
O 4.445 -4.338 6.792 -0.5338
H 5.162 -5.502 4.484 0.2402
H 6.583 -5.226 5.481 0.3144
H 5.998 -6.879 5.225 0.3572
H 5.362 -6.010 7.496 0.3115
H 2.953 -6.234 5.621 0.0230
H 2.918 -6.442 7.365 0.3100
H 3.792 -7.611 6.360 0.3732
H 3.951 -4.057 6.013 0.3135
C 0.994 -0.420 -5.049 -1.4645
C 0.095 -0.276 -3.835 0.5729
C -1.230 -0.994 -4.035 -1.3141
O -0.145 1.119 -3.574 -0.5426
H 0.523 0.020 -5.933 0.2834
H 1.936 0.107 -4.894 0.3747
H 1.211 -1.467 -5.258 0.4123
H 0.601 -0.677 -2.955 0.2611
H -1.772 -0.573 -4.886 0.3484
H -1.870 -0.877 -3.158 0.2957
H -1.077 -2.058 -4.214 0.4043
H -0.591 1.493 -4.344 0.3330
C 1.691 -0.493 -9.221 -1.2406
C 2.860 -0.945 -8.357 0.5820
C 4.173 -0.875 -9.121 -1.4124
O 2.633 -2.280 -7.904 -0.5466
H 1.586 -1.140 -10.096 0.3604
H 0.755 -0.556 -8.662 0.3059
H 1.825 0.535 -9.563 0.3548
H 2.921 -0.317 -7.466 0.1926
H 4.146 -1.534 -9.993 0.3563
H 4.999 -1.209 -8.492 0.3503
H 4.381 0.141 -9.460 0.3632
H 2.576 -2.850 -8.680 0.3499
C 1.490 3.743 3.710 -1.0674
C 0.259 3.855 4.597 0.6901
C 0.272 5.141 5.406 -1.4731
O 0.203 2.730 5.476 -0.5422
H 2.402 3.728 4.310 0.3807
H 1.470 2.810 3.141 0.1382
H 1.550 4.577 3.009 0.3744
H -0.644 3.821 3.979 0.0774
H 1.145 5.172 6.063 0.3671
H -0.611 5.201 6.043 0.3602
H 0.295 6.017 4.757 0.3733
H 0.995 2.748 6.027 0.3580

=====

Record 4
14
Properties=species:S:1:pos:R:3:mulliken_charge:R:1 method="wB97M-V/def2-TZVPD" spin_multiplicity=2 gap_ev="9.950 / 4.939" total_energy_ha=-572.26388 charge=+1
C -1.102 1.452 1.758 -0.3319
N -0.585 0.577 2.500 -0.4428
H -2.185 1.519 1.836 0.2668
H -0.650 2.244 1.152 0.3695
H 0.353 0.237 2.306 0.2060
C 1.295 -1.341 -0.224 -0.8584
S 0.793 0.333 -0.622 0.3869
C -0.304 0.015 -1.973 -0.8114
H 1.626 -1.252 0.803 0.3566
H 0.379 -1.924 -0.141 0.3585
H 2.144 -1.698 -0.803 0.4016
H 0.119 -0.702 -2.670 0.3791
H -0.670 0.952 -2.387 0.3590
H -1.214 -0.414 -1.534 0.3605

=====

Record 5
48
Properties=species:S:1:pos:R:3:mulliken_charge:R:1 method="wB97M-V/def2-TZVPD" gap_ev=7.911 total_energy_ha=-1369.11635 smiles="COc1ccc(-c2noc(-c3ccccc3C(=O)Nc3cccnc3)n2)cc1OC" charge=0
C -3.029 0.345 4.761 -0.8817
O -2.621 1.514 4.092 -0.4637
C -2.071 1.394 2.859 1.2854
C -1.868 0.196 2.189 -0.5287
C -1.288 0.182 0.933 -1.3973
C -0.898 1.370 0.335 -0.4847
C -0.259 1.336 -0.959 0.2108
N 0.048 2.379 -1.693 -0.6281
O 0.656 1.874 -2.803 -0.1924
C 0.678 0.539 -2.657 0.9388
C 1.275 -0.321 -3.657 0.0733
C 1.751 0.224 -4.849 -0.7086
C 2.296 -0.598 -5.817 -0.5920
C 2.358 -1.967 -5.610 -0.6024
C 1.883 -2.516 -4.431 -0.5790
C 1.351 -1.703 -3.440 0.3462
C 0.812 -2.328 -2.182 0.3110
O -0.177 -3.019 -2.180 -0.6484
N 1.609 -2.084 -1.096 -0.1035
C 1.266 -2.243 0.246 0.5037
C 1.992 -1.547 1.210 -0.4593
C 1.640 -1.674 2.541 -0.4636
C 0.571 -2.496 2.861 -0.4671
N -0.119 -3.166 1.954 -0.6203
C 0.213 -3.052 0.684 -0.2795
N 0.128 0.162 -1.541 -0.1396
C -1.107 2.588 0.990 -0.6235
C -1.690 2.612 2.240 0.8915
O -1.940 3.735 2.966 -0.4408
C -1.612 4.979 2.397 -0.9347
H -2.188 -0.332 4.937 0.3311
H -3.809 -0.184 4.205 0.3571
H -3.431 0.680 5.716 0.2427
H -2.157 -0.741 2.635 0.4352
H -1.143 -0.750 0.412 0.8470
H 1.680 1.290 -5.003 0.5012
H 2.664 -0.171 -6.738 0.4124
H 2.773 -2.610 -6.372 0.4140
H 1.919 -3.582 -4.269 0.4917
H 2.386 -1.453 -1.251 0.3032
H 2.814 -0.908 0.914 0.3791
H 2.181 -1.143 3.308 0.4189
H 0.253 -2.630 3.887 0.4153
H -0.385 -3.611 -0.019 0.5531
H -0.799 3.491 0.490 0.6157
H -0.536 5.067 2.213 0.3621
H -1.915 5.725 3.130 0.2271
H -2.154 5.148 1.461 0.3710

=====

Record 6
9
Properties=species:S:1:pos:R:3:mulliken_charge:R:1 method="wB97M-V/def2-TZVPD" gap_ev=10.632 total_energy_ha=-775.98095 smiles="FC/C=C(/F)Cl" charge=0
F -2.277 0.062 0.053 -0.3067
C -0.943 0.501 0.210 -0.3613
C 0.027 -0.587 0.121 -0.1601
C 1.202 -0.296 -0.317 0.3376
F 2.021 -1.341 -0.419 -0.2300
Cl 2.014 1.146 -0.445 -0.1276
H -0.801 1.205 -0.650 0.2617
H -0.926 0.962 1.101 0.2734
H -0.317 -1.652 0.347 0.3130